Computed, not measured: C38H35N5PV as an isolated structure, with wB97M-V/def2-TZVPD.

Each line ends with the Löwdin charge.
Atoms and positions in Å:
V  -0.97  0.58  -0.35  0.605
C  -3.07  -3.17  0.91  -0.037
C  -2.41  -2.18  0.15  -0.145
N  -1.99  -1.04  0.63  0.020
C  -2.16  -0.81  1.97  -0.140
C  -2.80  -1.74  2.81  -0.153
C  -3.28  -2.94  2.24  0.006
C  -2.91  -1.47  4.20  -0.043
C  -2.33  -0.35  4.70  -0.068
C  -1.68  0.59  3.87  -0.015
C  -1.63  0.42  2.50  -0.200
N  -1.03  1.23  1.54  -0.068
C  -0.66  2.55  1.73  -0.223
C  -0.99  3.40  2.77  -0.012
C  -0.44  4.70  2.87  -0.065
C  0.43  5.18  1.94  -0.041
C  0.73  4.39  0.81  -0.152
C  1.58  4.84  -0.22  0.009
C  1.80  4.05  -1.31  -0.031
C  1.13  2.82  -1.39  -0.110
N  0.30  2.38  -0.46  0.022
C  0.14  3.12  0.67  -0.166
H  -3.39  -4.07  0.42  0.114
H  -2.23  -2.38  -0.90  0.092
H  -3.78  -3.67  2.86  0.124
H  -3.41  -2.19  4.84  0.116
H  -2.35  -0.16  5.77  0.112
H  -1.19  1.41  4.35  0.093
H  -1.68  3.10  3.53  0.093
H  -0.72  5.31  3.72  0.112
H  0.88  6.17  2.04  0.116
H  2.06  5.82  -0.13  0.126
H  2.46  4.34  -2.12  0.112
H  1.28  2.18  -2.25  0.096
N  -2.70  2.04  -0.56  -0.012
C  -3.25  2.06  -1.92  -0.227
C  -3.43  0.65  -2.39  -0.226
N  -2.13  -0.03  -2.30  -0.015
H  -3.40  1.74  0.10  0.108
H  -2.42  2.96  -0.26  0.093
H  -2.52  2.57  -2.56  0.125
H  -4.18  2.61  -2.00  0.121
H  -3.84  0.62  -3.40  0.123
H  -4.12  0.12  -1.73  0.125
H  -1.58  0.20  -3.11  0.073
H  -2.28  -1.03  -2.36  0.079
C  0.11  -5.14  0.80  -0.079
C  0.69  -4.17  1.61  -0.065
C  1.03  -2.93  1.09  -0.074
C  0.80  -2.64  -0.26  -0.362
C  0.21  -3.62  -1.06  -0.123
C  -0.12  -4.86  -0.54  -0.081
P  0.98  -0.92  -0.86  1.065
C  2.44  -0.27  0.03  -0.345
C  2.24  0.31  1.29  -0.115
C  3.30  0.84  2.00  -0.063
C  4.58  0.83  1.46  -0.072
C  4.79  0.28  0.21  -0.068
C  3.73  -0.27  -0.50  -0.069
C  1.61  -1.16  -2.56  -0.362
C  2.51  -2.19  -2.84  -0.107
C  3.00  -2.37  -4.12  -0.057
C  2.61  -1.53  -5.15  -0.066
C  1.72  -0.50  -4.89  -0.072
C  1.23  -0.32  -3.60  -0.113
H  -0.15  -6.11  1.21  0.109
H  0.88  -4.38  2.66  0.111
H  1.48  -2.20  1.74  0.099
H  0.02  -3.42  -2.11  0.107
H  -0.56  -5.62  -1.19  0.110
H  1.25  0.34  1.72  0.087
H  3.13  1.28  2.98  0.111
H  5.41  1.26  2.01  0.109
H  5.78  0.27  -0.23  0.109
H  3.91  -0.70  -1.48  0.091
H  2.83  -2.86  -2.05  0.117
H  3.71  -3.18  -4.32  0.114
H  2.99  -1.67  -6.15  0.111
H  1.41  0.17  -5.68  0.109
H  0.56  0.51  -3.42  0.069

The expectation value of S² is 0.764. As for the total charge: +1. Its multiplicity is 2. As for the total energy: -3028.10612 Eh.



Computed, not measured: a 2-piece molecular cluster, C6H14NO overall at a distorted geometry, with wB97M-V/def2-TZVPD.

Each line ends with the Löwdin charge.
Atoms and positions in Å:
C  2.15  0.52  1.58  -0.149
C  0.38  1.00  -0.92  0.184
C  1.96  0.09  2.93  -0.023
C  -0.43  -1.30  -0.40  0.003
C  -1.21  -0.27  -2.38  -0.016
C  -1.85  0.80  -0.50  -0.053
N  -0.74  0.03  -1.03  -0.431
O  1.21  0.46  0.73  -0.071
H  3.19  0.70  1.21  0.162
H  1.22  0.62  -1.49  0.055
H  1.04  -0.33  3.25  0.089
H  1.89  1.06  3.41  0.113
H  2.86  -0.45  3.34  0.128
H  -0.56  -1.31  0.79  0.163
H  -1.16  -1.95  -0.76  0.070
H  0.49  -1.77  -0.59  0.095
H  -2.17  -0.88  -2.32  0.152
H  -1.58  0.59  -2.86  0.090
H  -0.33  -0.68  -2.95  0.139
H  -1.47  1.23  0.38  0.089
H  -2.12  1.60  -1.08  0.087
H  -2.76  0.24  -0.32  0.125

As for the total charge: +1. As for the total energy: -366.54390 Eh.



Computed, not measured: C23H34AuN6OS as an isolated structure at a distorted geometry, with wB97M-V/def2-TZVPD.

Each line ends with the Löwdin charge.
Atoms and positions in Å:
Au  -0.02  1.18  -0.24  0.981
C  -3.63  2.26  -0.81  -0.018
N  -2.29  2.84  -0.78  -0.316
C  -2.01  3.64  -1.96  -0.048
C  -2.00  3.54  0.48  -0.144
C  -1.91  2.54  1.61  -0.281
C  -2.65  2.72  2.77  -0.045
C  -2.63  1.77  3.78  -0.075
C  -1.90  0.61  3.61  -0.081
C  -1.16  0.42  2.44  -0.139
C  -1.13  1.39  1.45  -0.275
H  -3.71  1.57  -1.65  0.102
H  -4.39  3.04  -0.92  0.106
H  -3.81  1.70  0.11  0.100
H  -1.38  2.01  -0.67  -0.007
H  -2.69  4.49  -2.05  0.106
H  -2.09  3.02  -2.86  0.086
H  -0.99  4.03  -1.90  0.091
H  -2.76  4.30  0.69  0.135
H  -1.05  4.06  0.35  0.123
H  -3.26  3.61  2.88  0.114
H  -3.21  1.93  4.68  0.107
H  -1.90  -0.15  4.37  0.106
H  -0.61  -0.51  2.31  0.085
C  -0.99  1.82  -6.29  -0.088
C  -0.15  0.68  -5.72  -0.238
C  0.49  1.05  -4.42  -0.608
N  0.04  0.72  -3.27  0.032
N  0.81  1.22  -2.24  -0.170
C  1.82  1.95  -2.65  -0.723
N  2.67  2.57  -1.81  0.126
S  1.92  2.05  -4.36  1.136
H  -1.48  1.50  -7.21  0.081
H  -0.38  2.69  -6.52  0.074
H  -1.76  2.13  -5.58  0.071
H  0.62  0.38  -6.43  0.113
H  -0.77  -0.19  -5.52  0.119
H  2.60  2.38  -0.82  0.085
H  3.53  2.96  -2.15  0.111
C  5.88  -1.36  -4.06  -0.066
C  5.75  -2.49  -3.06  -0.190
N  4.74  -2.22  -2.02  -0.055
C  3.50  -2.97  -2.08  -0.200
C  2.60  -2.57  -3.23  -0.065
C  5.10  -1.36  -1.04  -0.428
O  6.20  -0.85  -0.98  0.082
C  4.08  -0.97  0.00  -0.109
C  4.38  -1.06  1.35  0.026
C  3.47  -0.56  2.27  -0.021
C  2.31  0.04  1.81  -0.123
N  2.02  0.14  0.51  -0.027
C  2.89  -0.37  -0.37  -0.107
H  6.61  -1.62  -4.83  0.080
H  6.23  -0.45  -3.57  0.072
H  4.93  -1.15  -4.55  0.063
H  6.70  -2.67  -2.57  0.125
H  5.44  -3.41  -3.56  0.120
H  2.98  -2.87  -1.13  0.115
H  3.76  -4.03  -2.17  0.126
H  2.37  -1.50  -3.21  0.050
H  1.66  -3.11  -3.19  0.083
H  3.06  -2.78  -4.19  0.074
H  5.32  -1.49  1.66  0.134
H  3.66  -0.62  3.33  0.116
H  1.60  0.48  2.49  0.098
H  2.61  -0.30  -1.41  0.087

As for the total charge: +1. As for the total energy: -1834.26592 Eh.



Computed, not measured: one molecule with the formula C15H22N8O at a distorted geometry, with wB97M-V/def2-TZVPD.

Each line ends with the Löwdin charge.
Atoms and positions in Å:
C  -3.12  -3.96  1.88  -0.055
C  -3.71  -2.73  2.55  -0.528
C  -5.24  -2.77  2.36  -0.068
C  -3.34  -2.75  4.06  -0.048
C  -3.13  -1.48  1.87  -0.264
N  -3.72  -0.99  0.76  0.130
C  -3.18  0.05  0.14  -0.100
C  -2.02  0.63  0.61  -0.023
C  -1.44  0.03  1.66  -0.352
N  -0.24  0.39  2.15  0.130
C  0.91  0.81  1.47  -0.122
C  1.04  0.77  0.08  0.038
C  2.18  1.32  -0.47  -0.314
N  2.23  1.37  -1.85  0.031
C  3.25  2.07  -2.69  -0.156
C  2.45  3.01  -3.67  -0.269
N  1.47  2.26  -4.45  -0.027
N  3.15  1.90  0.29  0.060
N  3.08  1.85  1.61  0.066
C  2.01  1.33  2.23  -0.132
C  2.02  1.40  3.72  -0.473
N  3.05  1.96  4.46  0.143
O  1.18  0.89  4.42  0.042
N  -1.99  -0.96  2.34  0.212
H  -2.04  -3.93  1.84  0.083
H  -3.45  -4.86  2.41  0.085
H  -3.50  -4.08  0.86  0.082
H  -5.68  -1.83  2.70  0.080
H  -5.55  -2.95  1.32  0.077
H  -5.66  -3.58  2.96  0.085
H  -3.87  -1.95  4.63  0.093
H  -3.58  -3.72  4.48  0.077
H  -2.31  -2.53  4.21  0.052
H  -3.69  0.44  -0.74  0.112
H  -1.59  1.51  0.14  0.121
H  -0.21  0.20  3.17  0.141
H  0.26  0.38  -0.57  0.117
H  1.37  1.17  -2.33  0.105
H  3.95  2.71  -2.09  0.117
H  3.84  1.32  -3.24  0.105
H  1.94  3.78  -3.07  0.116
H  3.14  3.51  -4.33  0.089
H  1.91  1.54  -5.02  0.074
H  0.88  2.88  -5.01  0.072
H  3.92  2.13  3.95  0.093
H  3.09  1.50  5.35  0.102

As for the total charge: 0. Its structure (SMILES) is CC(C)(C)c1nccc(Nc2cc(NCCN)nnc2C(N)=O)n1. As for the total energy: -1098.08933 Eh.



Computed, not measured: a 2-piece molecular cluster, C19H16N4O3S overall at a distorted geometry, with wB97M-V/def2-TZVPD.

Each line ends with the Löwdin charge.
Atoms and positions in Å:
C  7.27  0.51  -2.46  -0.172
H  6.55  0.13  -3.17  0.124
O  7.60  -0.23  -1.46  -0.005
C  6.50  -0.49  -0.55  -0.233
C  5.22  -0.03  -0.76  0.127
C  4.18  -0.15  0.43  -0.023
C  4.43  -1.01  1.63  0.076
C  5.74  -1.47  1.43  -0.097
C  6.66  -1.26  0.47  -0.067
H  7.72  -1.80  0.62  0.186
H  5.94  -1.92  2.41  0.117
H  3.69  -0.93  2.15  0.002
C  2.95  0.45  0.08  -0.329
O  2.83  1.75  -0.40  -0.111
N  1.89  0.04  0.75  0.117
N  0.52  0.45  0.85  -0.027
C  -0.39  -0.56  0.51  -0.339
N  -0.22  -1.70  0.47  0.244
H  -0.89  -2.11  0.14  -0.077
C  -1.66  0.49  0.46  -0.087
C  -1.33  1.74  0.44  -0.187
O  -2.20  2.89  0.66  0.057
H  -3.01  2.57  0.37  -0.024
C  0.12  1.91  0.96  0.033
H  0.70  2.64  -0.22  0.250
H  0.48  2.33  1.75  0.048
C  -2.96  -0.14  0.08  -0.443
N  -3.89  1.09  -0.01  0.113
C  -5.22  0.32  -0.13  -0.225
C  -6.32  0.98  -0.29  -0.133
C  -7.48  0.40  -0.67  -0.031
C  -7.47  -1.12  -0.89  0.048
C  -6.22  -1.74  -0.62  -0.160
C  -5.13  -1.18  -0.40  -0.470
S  -3.51  -1.69  -0.18  1.148
H  -6.16  -2.65  -0.72  0.032
H  -8.32  -1.63  -1.14  0.060
H  -8.44  0.82  -0.45  0.089
H  -6.40  2.14  -0.23  0.157
H  1.80  -0.81  1.20  0.101
H  5.02  0.73  -1.26  0.015
H  8.01  0.55  -2.88  -0.029
H  6.92  1.50  -2.21  0.124

As for the total charge: 0. As for the total energy: -1575.92092 Eh.



Computed, not measured: a 2-piece molecular cluster, C3H7O2S overall at a distorted geometry, with wB97M-V/def2-TZVPD.

Each line ends with the Löwdin charge.
Atoms and positions in Å:
C  1.75  -1.00  -1.17  -0.101
C  2.76  -0.85  -1.94  -0.146
C  -1.87  1.31  2.03  -0.290
O  -1.03  0.21  -0.32  -0.589
O  -3.28  -0.20  0.49  -0.609
S  -1.85  -0.18  0.84  0.514
H  1.39  -2.06  -1.24  0.072
H  1.12  -0.20  -0.83  0.022
H  3.36  -1.75  -2.38  0.072
H  3.18  0.12  -2.16  0.023
H  -2.47  1.10  2.91  0.010
H  -0.81  1.37  2.32  0.008
H  -2.26  2.13  1.45  0.015

As for the total charge: -1. As for the total energy: -667.15115 Eh.



- Which of these has the lowest total charge?
  C3H7O2S